Version a
10
Properties=species:S:1:pos:R:3 method="wB97M-V/def2-TZVPD" total_charge=+1 homo_energy_ha=-0.5654 homo_lumo_gap_ev=11.36
C 0.356 1.030 -0.677
C -0.343 -1.831 0.708
N 0.480 -2.242 1.400
N 1.332 0.709 -0.141
N -0.822 1.398 -0.956
O -1.083 -1.124 0.095
H 0.859 -3.067 1.802
H 2.135 0.493 0.348
H -1.448 0.539 -1.243
H -1.009 2.340 -1.166

=====

Version b
10
Properties=species:S:1:pos:R:3 method="wB97M-V/def2-TZVPD" smiles="C/N=N/C=[N+]=O" total_charge=+1 homo_energy_ha="-0.5771 / -0.5698" homo_lumo_gap_ev="8.94 / 8.96"
C 0.525 0.688 -0.370
N 0.125 -0.457 0.214
N -0.579 -1.407 0.216
C -0.938 -2.278 1.176
N -0.351 -2.218 2.297
O 0.272 -1.417 2.853
H 0.577 1.356 0.455
H 1.586 0.808 -0.633
H -0.040 0.964 -1.229
H -1.582 -3.155 0.901

=====

version a is the most stable structure; the next one sits 119.4 kcal/mol above it.

=====

Version a
56
Properties=species:S:1:pos:R:3 method="wB97M-V/def2-TZVPD" smiles="C[N+](=O)[O-].C[N+](=O)[O-].C[N+](=O)[O-].C[N+](=O)[O-].C[N+](=O)[O-].C[N+](=O)[O-].C[N+](=O)[O-].C[N+](=O)[O-]" total_charge=0 homo_energy_ha=-0.3884 homo_lumo_gap_ev=9.49
C 1.488 3.936 -3.658
N 0.559 2.987 -3.119
O 0.505 1.934 -3.731
O -0.091 3.282 -2.109
H 1.023 4.686 -4.298
H 2.191 3.388 -4.286
H 1.997 4.455 -2.846
C -4.241 -1.305 0.931
N -4.699 -2.459 0.165
O -5.870 -2.464 -0.252
O -3.850 -3.381 0.084
H -5.001 -0.540 0.773
H -3.249 -0.987 0.611
H -4.267 -1.692 1.949
C 0.409 0.526 -0.412
N 0.191 -0.538 0.591
O 1.116 -1.345 0.768
O -0.892 -0.486 1.268
H 1.461 0.759 -0.577
H -0.088 1.410 -0.013
H 0.002 0.189 -1.366
C -1.326 -1.166 -4.798
N -2.382 -0.201 -5.273
O -3.522 -0.647 -5.418
O -2.010 0.959 -5.462
H -1.708 -2.179 -4.668
H -1.136 -0.791 -3.792
H -0.456 -1.067 -5.446
C -1.006 -3.864 0.881
N -1.697 -4.655 2.032
O -1.730 -5.889 1.932
O -2.172 -4.024 2.948
H -1.109 -4.459 -0.027
H 0.075 -3.869 1.020
H -1.434 -2.862 0.880
C 3.807 -0.101 2.275
N 3.080 0.803 3.137
O 3.689 1.432 3.947
O 1.864 0.801 3.091
H 4.870 -0.050 2.511
H 3.523 0.252 1.284
H 3.358 -1.059 2.535
C -1.445 -1.186 4.092
N -2.588 -1.429 5.025
O -3.687 -1.553 4.558
O -2.397 -1.349 6.201
H -1.272 -0.111 4.142
H -1.737 -1.519 3.096
H -0.609 -1.750 4.505
C 4.913 4.656 -0.465
N 4.244 3.631 -1.290
O 4.497 3.661 -2.481
O 3.577 2.729 -0.737
H 5.075 4.061 0.433
H 4.270 5.515 -0.275
H 5.889 4.925 -0.870

=====

Version b
56
Properties=species:S:1:pos:R:3 method="wB97M-V/def2-TZVPD" smiles="C[N+](=O)[O-].C[N+](=O)[O-].C[N+](=O)[O-].C[N+](=O)[O-].C[N+](=O)[O-].C[N+](=O)[O-].C[N+](=O)[O-].C[N+](=O)[O-]" total_charge=0 homo_energy_ha=-0.3976 homo_lumo_gap_ev=9.69
C 0.814 0.095 -0.840
N -0.352 -0.778 -1.153
O -0.754 -1.503 -0.257
O -0.816 -0.758 -2.273
H 1.592 -0.559 -0.464
H 0.442 0.826 -0.124
H 1.100 0.649 -1.728
C -2.143 -1.297 2.455
N -2.777 -1.516 3.776
O -2.075 -1.852 4.704
O -3.982 -1.389 3.812
H -2.280 -0.235 2.248
H -2.579 -1.846 1.626
H -1.082 -1.520 2.423
C 0.141 4.438 -2.266
N -1.066 3.579 -2.401
O -1.916 3.926 -3.184
O -1.142 2.590 -1.694
H 0.043 4.838 -1.261
H 0.115 5.154 -3.078
H 1.068 3.875 -2.240
C 2.177 -3.042 1.285
N 1.203 -3.844 2.065
O 0.099 -4.052 1.606
O 1.573 -4.209 3.160
H 2.190 -2.092 1.817
H 1.770 -2.784 0.311
H 3.167 -3.475 1.250
C 2.166 5.009 2.241
N 1.710 4.305 1.006
O 1.008 3.325 1.087
O 2.162 4.754 -0.032
H 1.457 4.855 3.049
H 2.236 6.061 1.995
H 3.116 4.541 2.485
C -3.380 0.794 -3.931
N -2.527 0.821 -5.146
O -1.686 1.701 -5.209
O -2.757 -0.001 -6.014
H -3.225 1.728 -3.402
H -2.988 0.013 -3.276
H -4.383 0.520 -4.235
C 3.294 1.021 2.233
N 3.965 -0.179 2.775
O 4.091 -0.283 3.966
O 4.414 -0.940 1.939
H 2.930 1.662 3.033
H 2.400 0.699 1.699
H 3.974 1.578 1.597
C -2.148 -4.501 -1.033
N -1.312 -5.714 -1.126
O -0.162 -5.614 -1.473
O -1.844 -6.746 -0.764
H -2.185 -4.148 -0.006
H -3.162 -4.725 -1.349
H -1.694 -3.758 -1.683

=====

version b is the most stable structure; the next one sits 13.4 kcal/mol above it.

=====

Version a
8
Properties=species:S:1:pos:R:3 method="wB97M-V/def2-TZVPD" total_charge=-1 homo_energy_ha="-0.2247 / -0.2247" homo_lumo_gap_ev="8.90 / 8.90"
C -0.178 -0.636 -0.478
O -0.507 2.007 0.327
O 1.754 0.971 -0.284
F -2.111 -1.740 0.238
F 0.564 -1.699 -0.392
F -0.596 -0.461 -1.669
P 0.456 0.842 0.441
H 0.619 0.716 1.819

=====

Version b
8
Properties=species:S:1:pos:R:3 method="wB97M-V/def2-TZVPD" total_charge=-1 homo_energy_ha="-0.1561 / -0.1561" homo_lumo_gap_ev="7.78 / 7.78"
C 0.447 0.529 0.417
O -0.143 -0.517 -2.034
O 0.879 -2.119 -0.206
F 1.086 0.581 1.601
F 0.402 1.770 -0.182
F -2.157 0.064 0.523
P 0.698 -0.756 -0.803
H -1.212 0.448 0.684

=====

version b is the most stable structure; the next one sits 26.1 kcal/mol above it.

=====

Version a
19
Properties=species:S:1:pos:R:3 method="wB97M-V/def2-TZVPD" total_charge=-1 homo_energy_ha=-0.1479 homo_lumo_gap_ev=8.03
C 0.532 -0.115 1.763
O -0.423 -1.106 1.671
C 0.301 1.092 0.785
N -0.822 0.908 -0.125
H 0.488 0.338 2.765
H 1.526 -0.549 1.574
H 0.092 2.002 1.369
H 1.151 1.363 0.143
H -0.719 0.105 -0.697
H -1.635 0.712 0.455
H -1.461 -2.413 -0.576
H -0.508 -1.584 0.347
O -0.603 -1.986 -0.645
H -1.477 2.065 -2.788
H -1.206 2.216 -1.309
O -1.611 2.688 -2.071
H 1.490 -2.005 -1.361
H 2.464 -1.829 -0.174
O 2.421 -1.903 -1.124

=====

Version b
19
Properties=species:S:1:pos:R:3 method="wB97M-V/def2-TZVPD" total_charge=-1 homo_energy_ha=-0.1653 homo_lumo_gap_ev=8.49
C -1.434 -1.076 1.068
N -0.980 -0.821 -0.318
C -1.785 0.171 -1.031
O -1.189 1.462 -1.190
H -2.335 -1.683 0.991
H -1.704 -0.112 1.547
H -0.609 -1.463 1.651
H 0.027 -0.742 -0.404
H -2.695 0.505 -0.541
H -1.954 -0.342 -1.980
H 2.471 -0.525 1.582
H 1.234 0.364 1.992
O 2.094 0.021 2.290
H 1.569 2.287 -0.749
H -0.118 1.492 -1.103
O 1.315 1.556 -1.327
H 1.659 0.426 -0.810
H 2.382 -0.961 -1.233
O 2.052 -0.557 -0.435

=====

version a is the most stable structure; the next one sits 9.1 kcal/mol above it.

=====

Version a
13
Properties=species:S:1:pos:R:3 method="wB97M-V/def2-TZVPD" total_charge=0 homo_energy_ha=-0.3248 homo_lumo_gap_ev=8.51
C 0.177 1.829 0.784
C -1.590 -1.600 -0.378
O -1.002 -0.305 -0.496
O 2.334 0.918 -1.052
O 2.050 -1.457 -0.783
S 0.029 0.021 0.789
S 2.515 -0.213 -0.210
H -0.798 2.342 1.150
H 0.383 2.275 -0.295
H 1.103 1.979 1.354
H -2.453 -1.452 -1.004
H -0.809 -2.436 -0.525
H -1.938 -1.902 0.666

=====

Version b
13
Properties=species:S:1:pos:R:3 method="wB97M-V/def2-TZVPD" total_charge=0 homo_energy_ha=-0.3556 homo_lumo_gap_ev=9.48
C -2.020 0.379 -0.818
C 2.143 -0.307 0.880
O -0.773 -1.674 0.229
O 0.449 2.117 1.089
O 0.678 1.139 -1.051
S -1.247 -0.413 0.664
S 0.527 0.890 0.365
H -2.601 1.307 -0.511
H -2.912 -0.232 -1.098
H -1.095 0.468 -1.573
H 1.584 -1.245 1.300
H 2.462 -0.503 -0.035
H 2.652 0.259 1.649

=====

version a is the most stable structure; the next one sits 22.7 kcal/mol above it.

=====

Version a
21
Properties=species:S:1:pos:R:3 method="wB97M-V/def2-TZVPD" total_charge=-1 homo_energy_ha=-0.1315 homo_lumo_gap_ev=7.04
C 1.367 0.939 -0.150
C -0.174 0.759 0.017
C -0.953 0.242 -1.198
O -2.293 0.029 -0.871
C 1.958 -0.528 -0.582
O 1.184 -1.586 -0.141
H 1.654 1.786 -0.750
H 1.828 1.033 0.825
H -0.546 1.709 0.290
H -0.325 0.157 0.889
H -0.555 -0.745 -1.555
H -0.862 0.954 -2.024
H -2.571 -0.819 -1.203
H 2.107 -0.601 -1.686
H 2.987 -0.618 -0.273
H -3.062 0.615 0.638
H -3.434 2.045 1.077
O -3.529 1.133 1.314
H 2.484 -2.285 1.977
H 1.190 -1.883 1.226
O 1.544 -2.334 2.180

=====

Version b
21
Properties=species:S:1:pos:R:3 method="wB97M-V/def2-TZVPD" total_charge=-1 homo_energy_ha=-0.1820 homo_lumo_gap_ev=8.90
C -0.619 1.168 -1.248
C -1.736 0.206 -1.666
C -1.515 -1.215 -1.084
O -0.249 -1.764 -1.354
C -0.529 1.373 0.282
O 0.707 0.945 0.752
H 0.300 0.608 -1.413
H -0.596 2.113 -1.789
H -1.589 0.061 -2.738
H -2.736 0.577 -1.455
H -1.743 -1.349 -0.049
H -2.277 -1.758 -1.624
H -1.402 0.857 0.755
H -0.605 2.402 0.664
H 0.987 -0.101 0.706
H 0.354 -1.544 -0.591
H 1.932 -1.891 0.531
O 1.139 -1.384 0.782
H 2.044 -0.082 2.515
H 1.729 1.397 2.279
O 2.170 0.774 2.920

=====

version b is the most stable structure; the next one sits 20.5 kcal/mol above it.